# 1
26
Properties=species:S:1:pos:R:3:forces:R:3:nbo_charge:R:1 method="wB97M-V/def2-TZVPD" orbital_gap_ev=8.95 e_above_lowest_kj_mol=350.9 e_homo_ev=-9.01
C 1.728 -3.085 -0.100 0.46 -0.79 -2.13 -0.99
C 0.937 1.705 0.828 -1.79 -2.03 0.09 0.71
C -2.013 1.499 0.181 1.81 1.03 1.42 -0.63
C -0.467 0.512 -1.517 0.76 0.88 0.91 -0.64
C -1.668 -0.976 0.051 -0.02 -0.95 2.33 -0.64
C -1.035 0.393 -0.124 1.86 0.50 1.08 0.14
N 0.129 0.513 0.903 -0.88 -1.07 -1.25 -0.73
N 0.603 2.873 1.152 2.67 0.18 -0.66 -0.70
O 2.107 1.383 0.285 2.55 0.12 -1.11 -0.75
O 2.673 -0.562 -1.459 -0.39 -0.32 -0.49 -0.85
O 2.853 -1.108 1.039 1.88 2.97 -1.33 -1.01
P 1.742 -2.223 1.293 -1.21 -1.52 -0.26 1.08
S 3.165 -0.055 -0.234 -1.42 1.20 2.77 1.84
H 1.090 -3.980 -0.049 0.16 0.40 -0.10 0.23
H 2.257 -2.937 -1.143 -1.09 -0.20 2.52 0.26
H -2.870 1.182 -0.254 -3.10 -0.36 -1.67 0.21
H -2.254 1.515 1.279 0.40 0.32 -0.89 0.20
H -1.671 2.479 -0.237 -0.46 -0.73 0.64 0.22
H 0.426 -0.094 -1.633 0.41 0.49 0.10 0.24
H -0.414 1.565 -1.818 0.73 -0.28 0.04 0.22
H -1.121 0.068 -2.171 -1.90 -0.91 -1.71 0.21
H -2.212 -1.228 -0.859 0.21 -0.43 0.10 0.22
H -0.869 -1.705 0.392 -0.97 0.58 -1.17 0.24
H -2.417 -1.054 0.918 0.82 0.54 -1.10 0.21
H -0.411 0.404 1.732 0.16 0.46 1.29 0.37
H -0.290 2.917 1.544 -1.66 -0.10 0.58 0.35

=====

# 2
23
Properties=species:S:1:pos:R:3:forces:R:3:nbo_charge:R:1 method="wB97M-V/def2-TZVPD" orbital_gap_ev=10.21 e_above_lowest_kj_mol=299.4 smiles="CSN(C[NH+]1CC1)C(C)=O" e_homo_ev=-12.85 total_charge=+1
C 0.868 0.000 -1.360 -1.40 -1.64 0.49 0.73
C 0.998 1.606 2.029 -3.26 0.29 2.29 -0.21
C -0.003 2.752 1.741 -0.57 -5.16 1.20 -0.17
C -0.735 0.263 0.536 -0.96 1.12 2.16 -0.04
C 1.326 -0.885 -2.405 1.06 -3.46 1.44 -0.72
C -1.836 -2.819 -0.379 0.90 3.58 -1.03 -0.70
N 0.116 1.462 0.915 1.34 1.48 -3.89 -0.44
N -0.216 -0.557 -0.570 1.57 2.43 0.50 -0.61
O 1.296 1.134 -1.285 -0.57 0.96 0.60 -0.58
S -0.073 -2.206 -0.135 -0.75 -0.53 0.36 0.39
H 1.989 1.866 2.001 2.37 0.14 -1.00 0.24
H 0.753 0.928 2.886 0.10 0.75 -0.84 0.23
H -0.904 2.778 2.299 -0.51 0.12 0.60 0.23
H 0.298 3.608 1.286 0.95 2.12 -1.53 0.23
H -0.708 -0.324 1.464 -0.50 -0.21 -0.49 0.22
H -1.756 0.705 0.392 0.82 -0.74 -0.34 0.23
H 0.556 -1.594 -2.625 -0.37 -0.39 -0.41 0.25
H 1.548 -0.308 -3.194 0.71 2.07 -3.02 0.26
H 2.261 -1.509 -2.238 -1.04 0.89 0.43 0.28
H -2.516 -1.880 -0.502 1.28 -1.81 -0.37 0.24
H -2.158 -3.258 0.506 -0.34 -1.28 1.36 0.23
H -1.655 -3.432 -1.235 -1.10 -0.51 -0.43 0.24
H 0.552 1.671 -0.129 0.26 -0.22 1.91 0.48

=====

# 3
22
Properties=species:S:1:pos:R:3:forces:R:3:nbo_charge:R:1 method="wB97M-V/def2-TZVPD" orbital_gap_ev=9.10 e_above_lowest_kj_mol=0.0 e_homo_ev=-16.24 total_charge=+2
C 0.554 -2.360 0.163 0.55 -0.08 -0.09 -0.17
C -0.685 -1.630 0.377 0.10 0.31 0.11 -0.28
C 1.530 -1.644 -0.422 -0.19 -0.01 -0.21 -0.51
C -0.557 -0.357 0.011 -3.63 2.58 -0.22 -0.26
C -2.382 0.952 -0.003 4.07 -2.05 0.45 -0.19
C 1.924 1.011 0.375 -1.15 -0.28 0.05 -0.49
N -3.500 0.193 -0.563 -0.54 -0.15 -0.20 -0.70
N 3.346 1.127 -0.048 0.47 0.12 -0.12 -0.68
P 0.942 0.008 -0.925 0.28 -0.26 0.52 0.80
H 0.651 -3.385 0.480 0.10 -0.18 -0.02 0.26
H -1.538 -2.107 0.829 -0.26 -0.02 0.03 0.25
H 2.493 -2.050 -0.686 0.16 -0.09 -0.01 0.25
H -2.064 1.786 -0.609 -0.26 0.07 -0.13 0.24
H -2.475 1.149 1.053 -0.27 0.02 0.01 0.24
H 1.877 0.529 1.354 0.15 0.06 -0.16 0.26
H 1.485 2.008 0.452 0.26 -0.03 -0.04 0.25
H -4.401 0.669 -0.359 0.32 -0.27 -0.17 0.46
H -3.554 -0.755 -0.154 -0.02 0.37 -0.24 0.46
H -3.413 0.107 -1.588 -0.09 -0.09 0.41 0.46
H 3.905 1.670 0.630 -0.15 -0.19 -0.23 0.46
H 3.422 1.596 -0.963 0.08 -0.14 0.24 0.45
H 3.772 0.193 -0.133 0.00 0.32 0.03 0.45

=====

# 4
23
Properties=species:S:1:pos:R:3:forces:R:3:nbo_charge:R:1 method="wB97M-V/def2-TZVPD" orbital_gap_ev=8.68 e_above_lowest_kj_mol=239.1 e_homo_ev=-12.82 total_charge=+1
C 1.941 -0.092 0.177 1.41 -0.55 0.06 -0.55
C -1.613 -0.311 0.917 -0.30 0.13 0.15 -0.23
C -1.168 1.153 0.788 -0.09 0.03 0.19 -0.23
C -0.107 -0.093 -0.784 -0.96 0.47 0.18 0.41
C -0.996 -2.365 -0.408 -0.10 -0.42 -0.19 -0.41
C 0.276 2.318 -0.892 0.26 0.13 -0.07 -0.41
N -0.791 -0.984 -0.081 0.24 0.34 0.00 -0.38
N -0.461 1.157 -0.486 -0.53 -0.22 -0.23 -0.37
S 2.434 -0.925 1.563 -0.18 0.39 -0.45 0.24
S 3.029 0.021 -1.111 -0.39 0.07 0.38 0.22
H -1.443 -0.729 1.911 -0.02 0.05 -0.05 0.22
H -2.672 -0.441 0.670 0.07 -0.02 0.00 0.22
H -2.001 1.855 0.766 0.06 -0.05 0.03 0.24
H -0.485 1.449 1.593 0.02 -0.03 -0.05 0.20
H 0.383 -0.338 -1.710 0.10 -0.11 -0.08 0.24
H -0.965 -2.974 0.495 0.08 0.01 -0.03 0.22
H -1.972 -2.505 -0.883 0.05 -0.02 0.02 0.22
H -0.222 -2.701 -1.093 0.03 -0.05 0.01 0.23
H -0.351 3.200 -0.781 -0.01 -0.01 -0.06 0.23
H 1.176 2.439 -0.279 0.00 0.02 0.06 0.21
H 0.574 2.219 -1.933 0.00 0.06 -0.06 0.22
H 1.303 -0.727 2.259 -0.01 -0.10 0.10 0.13
H 4.131 -0.626 -0.696 0.26 -0.13 0.09 0.11

=====

# 5
22
Properties=species:S:1:pos:R:3:forces:R:3:nbo_charge:R:1 method="wB97M-V/def2-TZVPD" orbital_gap_ev=7.93 e_above_lowest_kj_mol=243.9 smiles="C=C(N)NC(N)=C(C)C" e_homo_ev=-7.00
C 1.297 0.662 1.460 0.16 -0.27 -0.35 -0.63
C -0.605 -0.900 2.022 -0.08 0.05 -0.14 -0.64
N -0.303 1.283 -1.047 2.25 -2.43 -2.36 -0.66
C -0.828 0.692 0.082 0.87 -2.29 3.42 0.36
C 0.394 -0.088 -1.680 -2.68 2.27 -1.40 0.37
C -0.032 0.090 1.042 -1.20 1.35 0.14 -0.18
N -2.164 0.409 0.007 -0.28 0.15 -0.50 -0.82
N 1.745 -0.067 -1.783 0.58 0.80 0.25 -0.88
C -0.408 -0.938 -2.330 -0.01 0.42 0.39 -0.54
H 0.518 1.830 -0.809 -0.06 0.16 -0.01 0.37
H -2.630 0.173 0.870 -0.15 0.25 -0.35 0.39
H -2.633 0.950 -0.708 -0.25 -0.23 0.40 0.40
H 2.247 0.051 -0.914 0.38 -0.25 -0.51 0.40
H 2.141 -0.476 -2.621 0.18 -0.02 0.73 0.40
H 1.249 1.060 2.482 -0.02 -0.13 -0.05 0.21
H -1.378 -1.533 1.573 0.06 0.12 0.00 0.21
H 2.076 -0.110 1.452 0.12 0.07 0.09 0.20
H 1.637 1.493 0.837 0.01 -0.03 -0.05 0.19
H -1.030 -0.418 2.910 -0.02 -0.07 0.10 0.20
H 0.185 -1.577 2.365 -0.04 0.10 0.04 0.21
H 0.009 -1.734 -2.933 0.06 -0.25 0.39 0.20
H -1.485 -0.852 -2.279 0.12 0.22 -0.23 0.22

=====

# 6
22
Properties=species:S:1:pos:R:3:forces:R:3:nbo_charge:R:1 method="wB97M-V/def2-TZVPD" orbital_gap_ev=8.75 e_above_lowest_kj_mol=213.2 smiles="CC(=C/N)/C=N/N(C)C" e_homo_ev=-7.72
C 0.929 -2.487 -1.132 0.05 1.22 0.07 -0.42
C -1.352 -1.849 -1.454 -0.12 -0.72 -0.64 -0.43
C 0.148 0.702 -0.382 -0.13 0.60 1.32 0.13
C 0.135 1.759 0.655 -0.12 -3.11 0.67 -0.24
C 0.250 3.146 0.230 0.28 2.18 -0.59 -0.61
C 0.128 1.371 1.963 0.09 1.91 0.45 0.10
H 0.589 -3.084 -0.281 -0.17 -0.54 -0.29 0.18
H 1.942 -2.167 -0.860 -0.30 0.32 -0.19 0.21
H 1.002 -2.968 -2.103 -0.20 -0.55 0.24 0.21
H -2.153 -1.112 -1.572 0.57 0.41 0.51 0.21
H -1.595 -2.540 -0.618 -0.04 0.32 -0.33 0.17
H -1.436 -2.391 -2.411 0.37 -0.18 0.42 0.20
H 0.244 1.056 -1.401 -0.04 -0.23 -0.40 0.18
H 0.205 3.931 1.022 0.08 -0.91 -0.15 0.22
H 1.237 3.283 -0.262 -0.62 0.21 -0.03 0.21
H -0.560 3.451 -0.462 0.49 -0.24 0.01 0.21
H 0.121 2.186 2.687 -0.01 -0.01 0.01 0.18
H 0.017 -0.570 1.791 0.22 0.11 1.09 0.43
H -0.124 0.015 3.496 0.39 0.20 -1.32 0.39
N 0.020 -1.325 -1.320 -0.27 -0.62 0.02 -0.31
N 0.043 -0.555 -0.112 0.24 0.87 -0.43 -0.38
N 0.210 0.148 2.525 -0.76 -1.24 -0.45 -0.81

=====

# 7
22
Properties=species:S:1:pos:R:3:forces:R:3:nbo_charge:R:1 method="wB97M-V/def2-TZVPD" orbital_gap_ev=8.89 e_above_lowest_kj_mol=403.4 smiles="C=NC(=C)[C@H](C)N(C)N" e_homo_ev=-8.17
C 0.029 -1.243 2.377 0.62 -1.30 0.50 -0.36
C 1.021 -1.816 -0.990 0.76 -0.63 1.26 -0.03
C 0.163 -1.029 1.082 -1.01 1.79 -1.49 0.13
C -1.892 -0.134 -0.525 0.69 -0.23 1.88 -0.64
C 1.497 1.452 0.121 -0.31 -0.10 1.56 -0.41
C -0.625 0.183 0.449 -0.81 -0.08 -1.42 -0.09
N 0.981 -1.832 0.276 0.00 -0.70 0.65 -0.44
N -0.161 1.775 -1.389 -2.64 1.60 -0.93 -0.66
N 0.320 0.840 -0.477 0.98 0.28 0.53 -0.33
H 0.601 -1.953 2.973 0.01 -0.14 -0.62 0.21
H -0.783 -0.832 2.903 -0.63 1.14 0.59 0.19
H 1.603 -2.625 -1.402 0.20 -0.08 -0.53 0.17
H 0.639 -1.044 -1.599 -0.77 0.60 -0.76 0.17
H -1.631 0.063 -1.543 -0.03 0.92 -0.46 0.21
H -2.772 0.454 -0.146 0.67 -0.93 -0.74 0.22
H -2.050 -1.191 -0.680 -0.62 -0.54 1.07 0.22
H 2.110 2.015 -0.601 -0.79 0.03 0.35 0.22
H 1.183 2.027 1.052 0.62 -0.01 -1.09 0.17
H 2.143 0.667 0.469 0.37 -0.53 0.39 0.19
H -1.012 0.863 1.291 0.69 -0.72 -0.96 0.18
H -1.193 1.965 -1.322 1.37 0.10 0.78 0.34
H -0.172 1.394 -2.318 0.60 -0.48 -0.56 0.33

=====

# 8
22
Properties=species:S:1:pos:R:3:forces:R:3:nbo_charge:R:1 method="wB97M-V/def2-TZVPD" orbital_gap_ev=8.70 e_above_lowest_kj_mol=445.6 e_homo_ev=-7.82
C -2.206 1.310 1.440 2.50 0.98 -1.66 -0.42
C -1.224 0.582 2.385 -1.76 -0.47 -2.19 -0.26
C -2.048 0.493 0.109 -2.53 -1.07 3.95 -0.23
C 2.060 -1.533 -0.383 0.73 -0.49 1.58 -0.63
C 1.739 -0.160 -2.416 0.44 2.01 -1.23 -0.62
C 1.284 -0.280 -0.967 1.02 -0.57 2.50 -0.10
N -0.259 0.067 1.462 2.43 -0.67 0.85 -0.22
N -0.167 -0.456 -0.876 -1.08 1.80 2.41 -0.40
N -0.750 -0.046 0.342 2.77 -1.37 -6.08 0.14
H -3.198 1.176 1.619 -2.78 0.46 1.42 0.21
H -1.891 2.376 1.298 -0.51 -0.85 0.21 0.21
H -0.724 1.236 3.030 0.38 0.58 1.49 0.22
H -1.717 -0.304 2.803 0.13 0.38 0.75 0.20
H -2.829 -0.327 0.323 1.14 0.88 -1.33 0.21
H -2.147 1.037 -0.787 -0.05 0.14 -0.99 0.24
H 1.412 -2.487 -0.528 1.08 1.63 0.60 0.22
H 3.061 -1.741 -0.911 -1.49 0.46 0.75 0.20
H 2.350 -1.301 0.756 -0.95 -1.01 -2.38 0.22
H 1.837 0.952 -2.720 -0.05 -1.70 0.42 0.21
H 1.072 -0.591 -3.184 0.03 -0.05 0.73 0.23
H 2.736 -0.651 -2.527 -0.78 0.66 -0.08 0.21
H 1.609 0.648 -0.269 -0.64 -1.73 -1.71 0.18